Entry from the OMol25 dataset: a molecular structure, C46H107BrFN4NbO3PS3 (ωB97M-V with the def2-TZVPD basis set).

Calculated values
Energy: -177640.528 eV
HOMO level: -5.27 eV
Total charge: -1

Positions of all 167 atoms, in Å:
C -6.05163 2.94510 4.68830
C -6.67533 2.97915 3.20774
C -5.85206 1.88290 2.36114
C -6.70433 1.34134 1.13496
C -5.88241 1.07822 -0.19623
C -4.88467 2.24456 -0.61792
C -3.37989 1.90383 -0.14250
C -2.36949 1.68279 -1.35610
C -1.17866 2.75805 -1.42332
C 0.00323 2.49575 -0.38548
C 0.34766 3.77184 0.53182
C 1.62217 3.43502 1.42992
C 1.61367 4.10569 2.87406
C 0.74055 3.23806 3.87478
C 1.59734 2.17531 4.71729
C 0.60114 1.66250 5.87387
C 1.19315 0.48649 6.75633
C 1.12231 -0.95915 6.09484
C 0.31054 -1.03100 4.73998
C -0.20607 -2.55679 4.53583
Nb -2.40728 -2.60076 3.92262
S -3.11626 -1.15261 5.83171
C -2.02055 -4.10719 2.25891
C -1.39556 -3.47958 0.93920
O -0.32699 -2.85530 0.83230
Br -2.43568 -3.77847 -0.74235
P -2.14750 -0.60473 2.32500
S -2.52511 1.14328 3.18737
S -4.88919 -2.68631 3.22837
O -5.58217 -3.90389 3.76397
O -5.57295 -1.47427 3.79591
F -5.06287 -2.54294 1.53350
H -6.47325 3.78843 5.30976
H -4.91919 3.03053 4.60558
H -6.25083 1.92302 5.14637
H -6.47856 3.98955 2.71976
H -7.76566 2.69484 3.20600
H -5.61881 1.03141 3.06838
H -4.87711 2.37487 2.08103
H -7.12224 0.33086 1.46043
H -7.61236 2.00643 0.98883
H -6.65404 0.99648 -1.03555
H -5.36942 0.06167 -0.17835
H -4.88262 2.45975 -1.72660
H -5.20773 3.17631 -0.05234
H -3.44651 0.95715 0.46407
H -2.99615 2.78192 0.46264
H -1.91943 0.64611 -1.23860
H -2.92938 1.67903 -2.34253
H -1.56186 3.81033 -1.27778
H -0.75548 2.71038 -2.48208
H -0.24785 1.61559 0.28276
H 0.95638 2.24172 -0.95901
H 0.59206 4.61256 -0.17904
H -0.54390 3.99596 1.19306
H 1.67707 2.31666 1.57847
H 2.53293 3.74848 0.81737
H 1.20411 5.16310 2.73466
H 2.65956 4.24177 3.30028
H -0.05348 2.69219 3.28232
H 0.17652 3.93903 4.57634
H 2.00603 1.33577 4.08929
H 2.39505 2.76910 5.26622
H -0.43734 1.48041 5.47053
H 0.50101 2.56305 6.57160
H 2.26020 0.75213 7.05920
H 0.60611 0.46622 7.73309
H 0.66036 -1.65388 6.87299
H 2.18222 -1.35770 5.95650
H 1.03761 -0.83998 3.89814
H -0.62033 -0.40323 4.71172
H 0.41627 -3.14114 3.79642
H -0.16766 -3.14391 5.51612
H -2.61793 -4.03711 5.05434
H -3.94498 -0.12930 5.39178
H -1.29327 -4.89117 2.65292
H -2.94818 -4.69785 1.95860
H -2.97706 -0.66037 1.15305
H -0.78358 -0.52640 1.88091
C 2.41885 7.41876 -1.90931
C 2.47555 8.22777 -0.61960
N 2.88528 7.44543 0.53764
C 2.64477 8.11512 1.80753
C 3.41308 9.40768 2.08508
C 4.16541 6.75707 0.42830
C 5.40448 7.60028 0.12464
H 1.79544 6.52954 -1.79058
H 1.98822 8.02566 -2.70937
H 3.41309 7.10618 -2.23825
H 1.46745 8.61616 -0.44143
H 3.12309 9.10188 -0.77370
H 2.83034 7.41128 2.62584
H 1.57390 8.34085 1.87324
H 4.46216 9.21466 2.30895
H 2.98802 9.90338 2.96266
H 3.35428 10.11265 1.25371
H 4.07722 5.99590 -0.35459
H 4.34672 6.17933 1.34060
H 5.24111 8.30563 -0.69280
H 6.22809 6.94452 -0.17327
H 5.74357 8.15439 0.99997
C -2.59183 3.42323 -6.57447
C -1.21562 2.77231 -6.51823
N -1.19789 1.51760 -5.78061
C 0.14731 1.05355 -5.45559
C 1.06744 0.68868 -6.62097
C -2.11866 0.48652 -6.23947
C -2.01042 0.02949 -7.69478
H -3.01200 3.54516 -5.57352
H -2.51540 4.41397 -7.02902
H -3.29303 2.84211 -7.17862
H -0.54707 3.48191 -6.01969
H -0.83453 2.65181 -7.54167
H 0.08119 0.19801 -4.77528
H 0.64254 1.83631 -4.86881
H 0.78006 -0.25567 -7.08303
H 2.08980 0.56295 -6.25291
H 1.09198 1.46371 -7.38938
H -3.14054 0.84490 -6.07491
H -2.03553 -0.38893 -5.58744
H -1.94429 0.86662 -8.39287
H -2.90085 -0.54664 -7.96355
H -1.15243 -0.62402 -7.85285
C -0.35352 -6.68451 -6.54102
C -0.27253 -5.97593 -5.19464
N 0.09833 -6.85704 -4.09685
C -0.12570 -6.26848 -2.77954
C 0.68913 -5.03088 -2.40776
C 1.34914 -7.58613 -4.25295
C 2.62367 -6.77494 -4.48942
H -1.01280 -7.55419 -6.49051
H -0.75451 -6.00318 -7.29533
H 0.62952 -7.01186 -6.88905
H -1.26512 -5.56133 -4.99145
H 0.41021 -5.11996 -5.28159
H 0.02622 -7.03485 -2.01164
H -1.18733 -6.00651 -2.70412
H 1.72859 -5.28125 -2.19269
H 0.27688 -4.58231 -1.50027
H 0.66450 -4.26700 -3.18715
H 1.23455 -8.28378 -5.09016
H 1.50017 -8.23545 -3.38423
H 2.49455 -6.00549 -5.25328
H 3.42196 -7.44062 -4.83195
H 2.97909 -6.30092 -3.57460
C 2.81992 -3.94751 1.61298
C 4.16862 -4.65481 1.59653
N 4.14627 -5.96059 2.24204
C 5.47461 -6.49970 2.50645
C 6.36402 -6.81826 1.30409
C 3.17296 -6.91393 1.72623
C 3.23546 -7.26408 0.23877
H 2.41667 -3.87554 2.62571
H 2.93372 -2.93169 1.22813
H 2.08665 -4.45260 0.97997
H 4.87481 -4.01041 2.13081
H 4.52725 -4.71651 0.55991
H 5.38215 -7.39914 3.12493
H 6.00917 -5.78103 3.13886
H 6.03180 -7.71514 0.78146
H 7.38528 -7.01087 1.64623
H 6.41055 -5.99257 0.59187
H 2.17108 -6.52543 1.93793
H 3.22838 -7.83919 2.30954
H 3.32641 -6.38010 -0.39581
H 2.31556 -7.77950 -0.05396
H 4.06091 -7.94020 0.01444

Löwdin atomic charge list, values in e, 8 entries: atom 1 (C): -0.13, atom 2 (C): -0.25, atom 3 (C): -0.25, atom 4 (C): -0.20, atom 5 (C): -0.21, atom 6 (C): -0.19, atom 7 (C): -0.23, atom 8 (C): -0.19